Computed, not measured: 4 unconnected molecules or ions with the total composition C2H2N2O in a non-equilibrium geometry, with ωB97M-V/def2-TZVPD.

Each atom is followed by the atoms it is bonded to, with distances in Å.
Positions of all 7 atoms, in Å:
1 C -0.9554 1.4753 0.6406  N3 1.170, N4 1.239
2 C 0.4385 -0.8685 0.4766  O5 1.142
3 N -1.7566 1.9608 1.3413  C1 1.170
4 N -0.0544 1.2534 -0.1809  C1 1.239
5 O 0.1743 -1.8344 1.0254  C2 1.142
6 H 1.1079 -0.8309 -1.1986  no bonds
7 H 1.0457 -1.1558 -2.1045  no bonds

* HOMO level (spin up / spin down): -10.802 / -10.811 eV
* F_max: 4.6 eV/Å
* spin multiplicity: 1
* Kohn-Sham gap (spin up / spin down): 0.2882 / 0.2891 hartree